# 1
A structure of composition C42H40F5N3O2S3SeTc at a distorted geometry. Source: the Open Molecules 2025 dataset; level of theory: the ωB97M-V functional and the def2-TZVPD basis.

The geometry in XYZ format:
```
97
Properties=species:S:1:pos:R:3:mulliken_spin:R:1
Tc 1.03251 0.58805 -0.31716 2.38
S 1.20773 1.59646 1.75731 0.08
C 2.90247 1.92030 2.00501 0.00
C 3.26334 2.45824 3.26809 0.00
N 3.53904 2.85930 4.31091 -0.01
C 3.82300 1.62307 1.05595 0.06
S 3.39490 0.88420 -0.45124 0.03
C 5.21933 1.83221 1.23504 0.00
N 6.35696 1.97511 1.32218 0.01
C -1.36032 -0.49206 -3.42202 0.00
C -0.73475 0.87567 -3.60693 0.00
O 0.44244 0.95101 -2.79963 -0.01
H -2.34163 -0.52451 -3.89607 0.00
H -1.47368 -0.70718 -2.35888 0.00
H -0.72343 -1.26530 -3.85503 0.00
H -1.42823 1.67048 -3.31363 0.00
H -0.46847 1.03241 -4.65498 0.00
H 1.02143 1.64526 -3.14418 0.01
F 2.04723 8.89907 0.57062 0.00
C 1.72447 7.67648 0.15328 0.00
C 1.83896 7.34523 -1.18633 0.00
F 2.27588 8.25857 -2.05651 0.00
C 1.49923 6.07581 -1.61258 -0.01
F 1.61295 5.78816 -2.91113 0.00
C 1.04074 5.10120 -0.72926 0.01
Se 0.56801 3.38456 -1.35675 0.04
C 0.92526 5.46952 0.60717 0.01
F 0.45844 4.57981 1.49093 0.00
C 1.26338 6.73247 1.05428 0.00
F 1.14262 7.05498 2.34385 0.00
C 2.72542 -1.13204 -4.78360 0.00
C 2.01288 -1.92277 -3.72164 0.02
C 1.45319 -3.16065 -4.01047 0.06
C 0.72375 -3.83735 -3.03923 -0.02
C 0.16764 -5.20324 -3.34277 0.00
C 0.53730 -3.27185 -1.78719 0.06
C 1.17005 -2.07129 -1.41215 0.03
C 1.90852 -1.43585 -2.43149 0.03
N 1.09925 -1.45337 -0.16610 0.30
C 1.11498 -2.16544 1.13434 -0.08
C 2.44280 -1.80868 1.84158 0.03
C 2.50363 -2.38955 3.25389 0.00
C 2.44893 -3.91283 3.16749 0.00
C 1.13829 -4.30807 2.48944 0.00
C -0.03956 -3.82161 3.33692 0.00
C 0.01340 -2.29511 3.41241 -0.01
C 1.32399 -1.86646 4.07834 0.00
C -0.06480 -1.69891 2.00527 0.04
C 1.03823 -3.70237 1.08170 -0.02
H 3.45278 -1.74633 -5.31486 0.00
H 3.24238 -0.27271 -4.35697 0.00
H 2.00843 -0.76219 -5.52034 0.00
H 1.59049 -3.60570 -4.98971 0.00
H -0.06012 -5.30861 -4.40280 0.00
H -0.73004 -5.41152 -2.76106 0.00
H 0.91121 -5.96366 -3.09279 0.00
H -0.13119 -3.78298 -1.11637 0.00
H 2.47158 -0.54303 -2.20449 -0.03
H 2.54650 -0.72889 1.90529 0.01
H 3.27338 -2.18890 1.23893 0.01
H 3.43999 -2.07650 3.72381 0.00
H 2.50390 -4.35921 4.16435 0.00
H 3.29813 -4.28467 2.58665 0.00
H 1.09268 -5.39670 2.39283 0.00
H 0.02981 -4.24765 4.34162 0.00
H -0.98554 -4.14898 2.89406 0.00
H -0.83632 -1.93028 3.99938 0.00
H 1.37166 -2.26902 5.09413 0.00
H 1.37496 -0.77565 4.14776 0.00
H -0.04144 -0.61449 2.07671 0.00
H -1.00326 -1.98944 1.51960 0.00
H 0.07555 -4.01598 0.67825 0.00
H 1.82999 -4.10383 0.44454 0.00
O -1.10730 0.50798 0.03194 -0.04
S -2.05872 1.69779 -0.05271 0.00
C -3.45070 1.03250 -0.98011 0.00
C -3.85010 -0.27710 -0.76180 0.00
C -4.89297 -0.79296 -1.51089 0.00
C -5.51875 -0.00348 -2.46940 0.00
C -5.10444 1.30270 -2.68189 0.00
C -4.06259 1.83056 -1.93131 0.00
C -2.89626 1.71836 1.53870 0.00
C -2.48777 0.90141 2.57479 0.00
C -3.16199 0.96557 3.78697 0.00
C -4.22536 1.84003 3.94713 0.00
C -4.61689 2.66448 2.89875 0.00
C -3.94960 2.60993 1.68797 0.00
H -3.33648 -0.88025 -0.02273 0.00
H -5.21592 -1.81319 -1.35133 0.00
H -6.32835 -0.41249 -3.05947 0.00
H -5.58234 1.91256 -3.43703 0.00
H -3.72622 2.85078 -2.07780 0.00
H -1.65305 0.22788 2.43402 0.00
H -2.85189 0.32810 4.60430 0.00
H -4.75010 1.88648 4.89198 0.00
H -5.44501 3.34967 3.02053 0.00
H -4.24042 3.24846 0.86178 0.00
```

Values from the calculation:
gap between HOMO and LUMO (alpha / beta): 6.1587 / 5.6448 eV
2S+1: 4
energy relative to the best compared isomer or geometry (same formula, charge and spin): 33.2 kcal per mole
electronic energy: -166404.87434 eV
HOMO (alpha / beta): -7.30 / -7.46 eV

***

# 2
A structure of composition C42H40GeMgN4O5S2. Source: the Open Molecules 2025 dataset; level of theory: the ωB97M-V functional and the def2-TZVPD basis.

The geometry in XYZ format:
```
95
Properties=species:S:1:pos:R:3:lowdin_charge:R:1
Mg -1.96636 -1.64150 -1.60163 0.69
Ge 3.57438 2.35089 6.00361 1.32
C 5.25040 1.55267 5.79570 -0.38
C 6.02514 1.42610 6.96197 -0.12
C 7.27887 0.84916 6.89506 -0.05
C 7.75652 0.38875 5.67418 -0.03
C 6.99026 0.49922 4.51854 -0.04
C 5.73937 1.08133 4.57347 -0.08
C 2.26077 2.83550 4.74726 -0.36
C 1.05276 3.33401 5.26304 -0.12
C 0.03497 3.70820 4.40880 -0.06
C 0.20778 3.60103 3.03596 -0.03
C 1.40283 3.13304 2.50546 -0.05
C 2.43725 2.73964 3.34974 -0.06
H 3.20336 2.66244 7.45035 0.00
H 5.64985 1.78190 7.91445 0.10
H 7.88116 0.75460 7.78785 0.12
H 8.73668 -0.06717 5.62260 0.12
H 7.36481 0.12697 3.57501 0.12
H 5.15251 1.14249 3.67306 0.08
H 0.91139 3.42581 6.33332 0.10
H -0.89214 4.09162 4.81175 0.12
H -0.60279 3.90414 2.38207 0.10
H 1.59781 3.05796 1.44669 0.08
H 3.35620 2.37979 2.90698 0.09
N -2.04714 -1.92098 0.57359 0.07
C -0.71774 -1.34108 0.64448 -0.33
C 0.40645 -2.16564 0.62209 -0.03
C 1.66563 -1.60856 0.54759 -0.04
C 1.80451 -0.24164 0.40933 -0.27
C 0.68819 0.56717 0.39789 -0.06
C -0.59025 0.04730 0.54409 -0.02
S 3.39936 0.51968 0.11868 0.42
O 3.80503 -0.08194 -1.14208 -0.34
O 4.20908 0.16390 1.25941 -0.32
O 3.08791 1.94189 0.01080 -0.35
H -2.07168 -2.84146 1.00086 0.12
H -2.71447 -1.34299 1.07487 0.11
H 0.29709 -3.24237 0.70297 0.13
H 2.54621 -2.23914 0.55816 0.14
H 0.82647 1.62860 0.27531 0.09
H -1.44165 0.70654 0.67406 0.11
C -5.42664 -6.02113 -4.68025 -0.02
C -4.62771 -5.00782 -3.92428 -0.23
C -3.89765 -5.35254 -2.78844 0.01
C -3.19459 -4.38359 -2.10731 -0.10
N -3.17068 -3.09589 -2.48326 -0.03
C -3.86813 -2.75930 -3.58118 -0.10
C -4.59676 -3.66950 -4.31402 0.01
H -5.04476 -7.02766 -4.52304 0.09
H -5.42965 -5.80402 -5.74703 0.09
H -6.46340 -5.99982 -4.33736 0.10
H -3.87287 -6.37510 -2.43708 0.13
H -2.62136 -4.64492 -1.22532 0.12
H -3.83373 -1.71639 -3.87484 0.12
H -5.13724 -3.33714 -5.19005 0.13
N -2.94016 5.35031 -0.91746 0.20
C -2.97320 4.27380 -0.10855 -0.50
O -2.92229 4.31336 1.10378 0.08
C -3.01458 2.92236 -0.78040 -0.11
C -3.85415 1.94376 -0.25427 0.03
C -3.75246 0.65849 -0.73729 -0.11
N -2.84669 0.29925 -1.66415 0.00
C -2.09194 1.25796 -2.21319 -0.08
C -2.15704 2.58227 -1.81341 0.04
H -2.93509 6.26418 -0.49228 0.13
H -3.12809 5.28198 -1.90214 0.12
H -4.54405 2.18438 0.54257 0.14
H -4.38508 -0.13049 -0.34634 0.13
H -1.37880 0.94442 -2.96537 0.10
H -1.48725 3.30474 -2.26125 0.13
O -0.46967 -1.43674 -2.77815 -0.57
S 1.02942 -1.04046 -2.72798 1.13
C 1.10626 0.45868 -3.67197 -0.38
C 0.51538 0.53550 -4.92964 -0.07
C 0.53503 1.74554 -5.59846 -0.06
C 1.15067 2.85240 -5.01518 -0.05
C 1.74714 2.75401 -3.76813 -0.04
C 1.72729 1.54710 -3.07624 -0.05
C 1.81359 -2.19727 -3.81809 -0.37
C 3.20157 -2.23826 -3.76350 -0.05
C 3.86186 -3.11633 -4.60978 -0.05
C 3.14204 -3.93433 -5.47019 -0.05
C 1.75426 -3.88747 -5.49402 -0.06
C 1.07387 -3.01158 -4.66135 -0.08
H 0.05794 -0.33922 -5.37590 0.12
H 0.09055 1.82716 -6.58135 0.11
H 1.17767 3.79187 -5.55160 0.11
H 2.24415 3.60883 -3.32950 0.12
H 2.21419 1.45719 -2.11393 0.07
H 3.74226 -1.60267 -3.07118 0.10
H 4.94192 -3.16607 -4.58902 0.12
H 3.66594 -4.61924 -6.12331 0.11
H 1.20177 -4.53387 -6.16258 0.11
H -0.00682 -2.96350 -4.65821 0.10
```

Values from the calculation:
gap between HOMO and LUMO: 6.9656 eV
energy relative to the best compared isomer or geometry (same formula, charge and spin): 9.6 kcal per mole
charge: +2
electronic energy: -144022.15312 eV
HOMO: -12.80 eV